An isolated molecule of C4H4O2 in a non-equilibrium geometry, computed with wB97M-V/def2-TZVPD.

Computed properties:
HOMO (alpha / beta) = -8.01 / -8.44 eV
relative energy (zero: lowest compared OMol25 entry of this formula, charge and spin) = 114.1 kcal/mol
DFT total energy = -305.0977 Eh
LUMO energy (alpha / beta) = -0.26 / -0.67 eV

```
10
Properties=species:S:1:pos:R:3:lowdin_charge:R:1
H -2.7221 -0.2626 0.2655 0.136
C 0.4130 -0.9846 -0.2141 -0.094
H 0.9047 -1.8219 0.0754 0.070
C 1.1628 1.4182 0.2044 0.141
O -0.9317 -1.1268 0.0655 0.047
C 1.2850 0.1131 -0.1561 -0.227
O -1.2901 1.0563 -0.1699 0.041
C -1.6946 -0.0604 0.1389 -0.283
H 0.6023 2.1457 -0.3696 0.022
H 2.2708 -0.4769 0.1600 0.147
```

---

An isolated molecule of C4H9F2O2P in a non-equilibrium geometry, computed with wB97M-V/def2-TZVPD.

Computed properties:
HOMO = -9.97 eV
relative energy (zero: lowest compared OMol25 entry of this formula, charge and spin) = 3.7 kcal/mol
SMILES string = CCO[P@](C)(=O)C(F)F
DFT total energy = -849.3697 Eh
LUMO energy = 0.70 eV

```
18
Properties=species:S:1:pos:R:3:lowdin_charge:R:1
H 0.1515 -1.6832 2.5988 0.063
C -0.3047 -1.2389 0.5972 -0.279
H 0.2013 -1.0837 -0.4116 0.098
P -0.5617 1.3975 0.1612 0.638
O -1.4433 2.4783 0.6026 -0.297
O -0.8786 0.0371 0.9405 -0.249
F -0.0379 0.0963 -2.5151 -0.021
H 1.8049 2.2028 0.6009 0.037
F -1.9552 -0.3809 -1.6327 -0.028
H 0.3536 -3.1066 1.5295 0.084
H 1.5743 0.6748 -0.3843 0.039
H 1.5685 -1.7160 1.6147 0.062
H -1.1113 -1.8554 0.1249 0.119
H -1.3844 1.6052 -2.4629 0.150
C 0.5363 -2.0277 1.6608 -0.042
C 1.2276 1.6772 -0.1156 -0.140
H 1.3089 2.2450 -1.0929 0.080
C -1.0500 0.6781 -1.8159 -0.315
```

---

An isolated molecule of CH3O3PS2 in a non-equilibrium geometry, computed with wB97M-V/def2-TZVPD.

Computed properties:
HOMO (alpha / beta) = -8.77 / -8.78 eV
relative energy (zero: lowest compared OMol25 entry of this formula, charge and spin) = 9.3 kcal/mol
DFT total energy = -1403.2906 Eh
LUMO energy (alpha / beta) = -1.45 / -1.45 eV

```
10
Properties=species:S:1:pos:R:3:lowdin_charge:R:1
O 1.3621 1.5932 1.1323 -0.655
O -1.8660 -0.4666 0.2590 -0.745
P -2.3806 0.5826 -0.8452 0.723
S -0.1665 -0.9139 1.1244 0.737
S 0.5593 0.7455 2.0848 0.605
C 0.7868 -0.8399 -0.3776 -0.373
H 0.5077 -1.5070 -1.3145 0.124
H 1.8444 -0.9727 -0.2961 0.043
H 0.7003 0.2849 -0.4509 0.012
O -1.3475 1.4937 -1.3162 -0.470
```

---

An isolated molecule of C3H4F3N in a non-equilibrium geometry, computed with wB97M-V/def2-TZVPD.

Computed properties:
HOMO (alpha / beta) = -7.81 / -7.81 eV
relative energy (zero: lowest compared OMol25 entry of this formula, charge and spin) = 46.6 kcal/mol
DFT total energy = -470.9783 Eh
LUMO energy (alpha / beta) = 0.33 / 0.33 eV

```
11
Properties=species:S:1:pos:R:3:lowdin_charge:R:1
H -0.6823 -0.1155 -1.2396 0.178
F 0.6179 2.2875 0.2737 0.043
N -0.0233 -0.5636 -0.5482 -0.034
F -0.4110 1.7324 2.1673 0.180
H 0.9323 -2.4038 -0.7570 0.022
C 0.1073 0.0396 0.7142 -0.034
C 0.3140 -1.7100 -1.1395 0.006
C -0.2985 1.4151 0.9183 -0.626
H 0.3524 -1.8145 -2.2016 0.061
H 0.5889 -0.5348 1.5494 0.134
F -1.4976 1.6676 0.2630 0.070
```

---

C24H19BrF9InN9O4 as an isolated structure, computed with wB97M-V/def2-TZVPD.

Computed properties:
HOMO = -11.17 eV
relative energy (zero: lowest compared OMol25 entry of this formula, charge and spin) = 0.0 kcal/mol
charge = +1
DFT total energy = -5382.5687 Eh
LUMO energy = -3.11 eV

```
67
Properties=species:S:1:pos:R:3:lowdin_charge:R:1
N -1.0028 1.0077 -0.1023 -0.018
C -3.2383 -4.0053 -1.2867 -0.118
F 1.5301 -4.0390 -0.7154 0.212
H 1.0365 5.9259 -3.1846 0.163
C -2.5211 -2.7927 -0.8291 -0.552
C -2.4952 -5.0813 -1.7605 -0.062
C -5.1859 -5.3181 -1.5689 -0.666
H -0.8070 4.7334 -0.9395 0.131
C 2.4079 -1.2585 1.6169 -0.538
C 1.7130 4.5061 -1.8029 -0.276
H 5.1088 2.5819 1.0173 0.088
N -1.4941 -0.4090 3.3061 0.123
F 1.6703 -1.7992 2.6097 0.146
H -1.4184 -5.0008 -1.8604 0.127
C -0.0477 4.3062 -3.5813 -0.518
N -3.0506 -6.2376 -2.1093 0.095
O -0.4637 4.6831 -4.6498 0.105
C -0.8367 3.6779 -0.7052 0.034
C 1.9390 5.2868 -0.6788 -0.031
In -0.8896 -1.1271 0.2525 1.033
C -4.3734 -6.3512 -2.0211 -0.157
C 2.7516 4.8168 0.3452 -0.032
C -0.7013 2.7356 -1.7272 -0.208
H -1.6254 -3.5061 2.5406 0.135
O 1.0352 -1.2401 -0.4112 -0.135
H -2.8227 -0.8970 6.0897 0.120
H 1.4773 6.2661 -0.6052 0.121
F 2.9574 -2.1185 -1.9562 0.196
C -1.0126 3.2598 0.5981 -0.005
F 2.1074 0.0464 1.5841 0.155
F 4.2427 -2.7072 -0.3223 0.191
H -2.3958 0.5992 5.3686 0.117
F 3.8051 -0.6069 -0.6716 0.167
C -1.6597 -2.5375 3.0098 -0.136
C 2.3270 3.2641 -1.9061 -0.015
N -1.3048 -1.3850 2.4250 -0.042
F 0.3307 -3.3828 0.9582 0.086
C 3.3360 3.5568 0.2792 -0.263
H 4.4485 3.8028 2.1119 0.079
Br -7.0502 -5.5584 -1.4798 0.787
H 2.9262 5.4448 1.2120 0.116
N -1.9335 -1.0222 4.3512 -0.254
H 2.1953 2.6658 -2.7996 0.126
O -1.4635 -2.4156 -1.4263 0.000
C 2.0413 -1.9089 0.2262 -0.274
N -0.4820 3.0725 -3.0485 0.149
N 0.8555 5.0008 -2.8274 0.140
N -2.1747 -0.3716 5.5239 0.168
H -0.7097 0.6214 -2.1223 0.138
C -0.8052 1.3983 -1.3731 -0.023
C -4.6153 -4.1266 -1.1778 -0.044
C 4.1868 3.0200 1.4012 -0.036
C -1.0891 1.9128 0.8840 -0.100
N -2.0594 -2.3282 4.2525 0.183
H -1.2167 1.5428 1.8898 0.089
H -1.1001 3.9813 1.3983 0.126
H 3.5883 1.8252 -0.9624 0.106
H -0.7953 2.4356 -3.7630 0.160
F 3.6856 -1.3909 1.9472 0.200
H -4.8077 -7.2986 -2.3193 0.112
O -2.8850 -2.1701 0.2224 -0.024
H -5.2232 -3.3120 -0.8060 0.124
C 3.2966 -1.8489 -0.7017 -0.555
F 2.3774 -4.0649 1.2703 0.212
C 3.1143 2.7953 -0.8679 -0.019
C 1.6094 -3.3895 0.4334 -0.527
H 3.6562 2.2342 1.9453 0.070
```

---

A 14-piece molecular cluster, H26O17S overall in a non-equilibrium geometry, computed with wB97M-V/def2-TZVPD.

Computed properties:
HOMO = -4.62 eV
relative energy (zero: lowest compared OMol25 entry of this formula, charge and spin) = 77.1 kcal/mol
charge = -2
DFT total energy = -1692.9495 Eh
LUMO energy = 5.08 eV

```
44
Properties=species:S:1:pos:R:3:lowdin_charge:R:1
H 0.9896 0.3355 3.2710 -0.035
H 3.8390 1.2939 0.6600 -0.006
H 3.0976 -1.4722 0.7913 0.017
O -2.7763 -1.2190 1.1301 -0.060
O -0.5381 3.5558 -0.8649 -0.072
H -2.5990 -2.3630 -1.2230 0.016
H 2.6063 -0.6034 -0.3577 0.003
H 1.7001 -2.0376 -3.2111 0.037
H -0.6394 -0.1789 2.4014 -0.033
S -0.0861 0.0471 -0.3305 0.389
H -0.5122 3.2183 -1.7977 0.069
O 3.2674 -1.3078 -0.1225 -0.070
H -1.1881 -2.1601 -1.3561 -0.034
H 2.0363 1.1348 -1.4167 -0.034
H -0.4814 -0.5466 -2.9823 -0.075
H 0.1093 -0.9243 -4.3216 -0.010
H -3.6728 1.0392 -1.0184 -0.004
O -3.0210 1.0151 -1.6848 -0.050
O 3.1906 1.8715 1.0059 -0.064
O 1.8149 0.7463 3.4592 -0.024
H 2.4018 1.4145 0.6850 -0.031
H -1.8169 2.9007 1.7573 0.025
H -1.3009 0.6398 3.3625 0.026
O 1.2412 0.6143 -0.1788 -0.328
H 1.0181 -1.9794 -1.8954 -0.005
O 2.5076 1.3818 -2.2468 -0.058
H 2.2414 0.7327 -2.8387 -0.031
H -2.2369 1.0314 -1.1301 -0.063
O -1.0080 1.1027 -0.2422 -0.327
H -1.8450 -0.9688 0.9779 -0.040
O -0.7555 -0.1257 3.3436 -0.038
H 1.7581 0.9568 4.3543 -0.015
H -0.0203 -2.0487 1.7114 -0.039
H -1.8931 1.9057 0.8159 -0.075
O 1.6724 -2.5494 -2.3562 -0.085
O -0.2675 -0.7161 0.8988 -0.344
O -0.2820 -0.8214 -1.4734 -0.311
H -2.9667 -0.5534 1.7701 0.001
O 0.2558 -2.8889 2.1373 -0.118
H -0.5729 2.8277 -0.2686 -0.039
O -1.8148 -2.9055 -1.3429 -0.079
O -2.4552 2.2881 1.4414 -0.018
H -0.5300 -3.3498 2.5757 0.061
O -0.4674 -0.3337 -3.8897 -0.027
```